1.
{
  "formula": "C19H27ClNO5Pd",
  "method": "ωB97M-V/def2-TZVPD",
  "symbols": ["Pd", "O", "Cl", "O", "O", "O", "C", "C", "C", "C", "C", "C", "C", "C", "N", "C", "C", "C", "C", "C", "C", "C", "C", "C", "C", "H", "H", "H", "H", "H", "H", "H", "H", "H", "H", "H", "H", "H", "H", "H", "H", "H", "H", "H", "H", "H", "H", "H", "H", "C", "O", "H", "H", "H"],
  "positions_angstrom": [[-1.023, -1.806, 1.010], [-0.339, -4.006, 2.762], [-1.056, -2.989, 3.524], [-1.211, -3.362, 4.908], [-2.378, -2.757, 2.883], [-0.324, -1.693, 3.405], [3.457, -4.078, 0.389], [3.167, -2.642, 0.006], [4.175, -1.818, -0.487], [3.894, -0.503, -0.837], [4.974, 0.398, -1.388], [2.606, -0.003, -0.686], [1.547, -0.795, -0.162], [1.888, -2.132, 0.150], [0.228, -0.422, 0.095], [-0.485, 0.868, -0.180], [0.281, 2.057, -0.795], [-0.638, 3.274, -0.998], [-1.211, 3.719, 0.350], [-2.004, 2.562, 0.959], [-3.151, 2.173, 0.016], [-2.575, 1.749, -1.342], [-1.781, 2.908, -1.947], [-1.652, 0.540, -1.145], [-1.081, 1.354, 1.157], [4.499, -4.336, 0.182], [2.818, -4.773, -0.163], [3.266, -4.249, 1.452], [5.185, -2.208, -0.604], [5.930, -0.124, -1.454], [5.119, 1.279, -0.756], [4.719, 0.755, -2.389], [2.454, 1.016, -0.967], [1.111, -2.780, 0.514], [0.698, 1.771, -1.765], [1.102, 2.354, -0.136], [-0.049, 4.086, -1.429], [-1.856, 4.596, 0.212], [-0.398, 4.014, 1.026], [-2.406, 2.863, 1.929], [-3.836, 3.019, -0.111], [-3.724, 1.346, 0.448], [-3.384, 1.466, -2.016], [-2.429, 3.779, -2.108], [-1.378, 2.614, -2.924], [-1.231, 0.210, -2.103], [-2.202, -0.306, -0.750], [-1.635, 0.537, 1.600], [-0.260, 1.593, 1.843], [-3.503, -2.209, -0.233], [-2.156, -2.558, -0.390], [-3.869, -1.492, -0.987], [-3.746, -1.768, 0.742], [-4.148, -3.090, -0.312]],
  "charge": -1,
  "lumo_ev": [2.377, 2.378],
  "e_tot_ev": -47864.65986,
  "e_above_lowest_kj_mol": 49.4,
  "orbital_gap_ev": [6.35, 6.35]
}

2.
{
  "formula": "C19H27F5NO3PS2Sb",
  "method": "ωB97M-V/def2-TZVPD",
  "symbols": ["O", "P", "Sb", "C", "C", "C", "S", "C", "S", "N", "C", "C", "O", "C", "C", "C", "C", "O", "F", "C", "C", "C", "C", "C", "C", "C", "C", "F", "F", "C", "F", "F", "H", "H", "H", "H", "H", "H", "H", "H", "H", "H", "H", "H", "H", "H", "H", "H", "H", "H", "H", "H", "H", "H", "H", "H", "H", "H", "H"],
  "positions_angstrom": [[0.504, 1.191, 2.587], [1.343, -0.098, 2.817], [2.229, -1.116, 0.663], [0.351, -2.275, 0.420], [-0.882, -1.760, 1.313], [-2.248, -2.413, 0.688], [-3.712, -1.630, 1.524], [-4.059, 0.038, 0.804], [-5.454, 0.178, -0.151], [-3.240, 1.249, 1.024], [-3.752, 2.063, 2.177], [-2.930, 3.445, 2.387], [-2.663, 4.167, 1.161], [-2.169, 3.297, 0.114], [-3.342, 2.199, -0.152], [4.098, 0.084, 1.041], [5.201, -0.698, 1.871], [5.001, -1.544, 2.759], [6.581, -0.338, 1.584], [1.514, 0.583, -0.562], [0.526, 0.201, -1.753], [1.082, -0.027, -3.210], [0.139, -0.362, -4.422], [-1.415, -0.499, -4.272], [-1.965, -0.274, -2.821], [-1.023, 0.062, -1.609], [3.125, -2.188, -1.069], [3.851, -3.341, -0.554], [2.156, -2.746, -1.988], [4.191, -1.353, -1.927], [4.321, -1.969, -3.238], [5.515, -1.430, -1.356], [2.518, 0.260, 3.601], [0.618, -1.040, 3.622], [2.812, -2.446, 1.679], [0.574, -3.357, 0.772], [-0.021, -2.365, -0.655], [-0.833, -2.181, 2.388], [-1.053, -0.628, 1.284], [-2.266, -2.322, -0.449], [-2.245, -3.536, 0.950], [-4.858, 2.345, 2.046], [-3.663, 1.501, 3.182], [-1.918, 3.272, 2.927], [-3.504, 4.181, 3.071], [-1.278, 2.709, 0.525], [-1.885, 3.881, -0.822], [-4.325, 2.809, -0.106], [-3.196, 1.678, -1.157], [3.742, 0.962, 1.709], [4.505, 0.586, 0.088], [1.022, 1.433, 0.022], [2.453, 1.049, -1.060], [2.190, 0.074, -3.473], [0.559, -0.499, -5.487], [-2.115, -0.712, -5.159], [-3.098, -0.327, -2.644], [-1.545, 0.235, -0.613], [3.934, -0.257, -2.092]],
  "charge": -1,
  "lumo_ev": 1.270,
  "e_tot_ev": -78848.59373,
  "orbital_gap_ev": 6.49
}

3.
{
  "formula": "C19H27IrN3OS",
  "method": "ωB97M-V/def2-TZVPD",
  "symbols": ["Ir", "N", "C", "C", "C", "C", "C", "C", "C", "C", "C", "C", "C", "C", "H", "H", "H", "H", "H", "H", "H", "H", "H", "H", "C", "C", "C", "C", "O", "H", "H", "H", "H", "H", "H", "H", "H", "H", "C", "N", "C", "S", "N", "C", "H", "H", "H", "H", "H", "H", "H", "H"],
  "positions_angstrom": [[-0.451, 0.052, 0.249], [-2.274, 0.836, -0.290], [-3.442, 0.296, 0.370], [-4.362, 1.174, 0.914], [-5.559, 0.682, 1.418], [-5.814, -0.682, 1.380], [-4.845, -1.557, 0.909], [-3.628, -1.084, 0.428], [-2.513, -2.013, 0.149], [-2.715, -3.274, -0.397], [-1.683, -4.211, -0.448], [-0.431, -3.928, 0.094], [-0.186, -2.663, 0.599], [-1.197, -1.688, 0.552], [-2.279, 1.852, -0.251], [-2.230, 0.560, -1.274], [-4.169, 2.241, 0.910], [-6.292, 1.366, 1.822], [-6.759, -1.066, 1.736], [-5.015, -2.625, 0.960], [-3.692, -3.524, -0.790], [-1.869, -5.180, -0.892], [0.342, -4.683, 0.121], [0.781, -2.436, 1.042], [0.174, -1.670, -2.749], [0.043, -0.160, -2.809], [-1.281, 0.213, -3.484], [1.217, 0.450, -3.566], [0.086, 0.444, -1.484], [0.023, -2.082, -3.745], [-0.575, -2.094, -2.080], [1.165, -1.966, -2.400], [-1.204, 0.102, -4.564], [-1.531, 1.256, -3.275], [-2.094, -0.441, -3.146], [1.199, 0.090, -4.593], [2.159, 0.158, -3.103], [1.153, 1.538, -3.565], [-1.548, 0.517, 3.815], [-0.115, 0.465, 4.087], [0.863, 0.853, 3.287], [0.574, 1.621, 1.731], [2.121, 0.725, 3.670], [2.546, 0.148, 4.943], [-2.065, 0.845, 4.713], [-1.920, -0.467, 3.526], [-1.740, 1.230, 3.019], [0.153, 0.065, 4.976], [2.822, 1.126, 3.067], [2.140, 0.710, 5.786], [3.628, 0.193, 4.995], [2.238, -0.896, 5.011]],
  "charge": 2,
  "lumo_ev": [-7.948, -8.450],
  "e_tot_ev": -40316.57388,
  "e_above_lowest_kj_mol": 133.2,
  "multiplicity": 2,
  "s_squared": 0.773,
  "orbital_gap_ev": [6.34, 6.44]
}

4.
{
  "formula": "C19H27N2O2PdSSi",
  "method": "ωB97M-V/def2-TZVPD",
  "symbols": ["Pd", "C", "N", "C", "C", "C", "O", "H", "H", "H", "H", "H", "H", "H", "H", "H", "O", "H", "H", "S", "C", "N", "C", "C", "C", "C", "C", "C", "H", "H", "H", "H", "H", "C", "Si", "C", "C", "C", "C", "C", "C", "C", "H", "H", "H", "H", "H", "H", "H", "H", "H", "H", "H"],
  "positions_angstrom": [[-0.197, -1.197, 0.279], [-1.124, 2.933, 1.607], [-1.213, 2.806, 0.143], [-1.718, 3.969, -0.615], [-0.885, 1.704, -0.466], [-0.951, 1.610, -1.953], [-0.474, 0.717, 0.272], [-0.904, 3.970, 1.843], [-0.328, 2.302, 1.989], [-2.076, 2.657, 2.060], [-1.999, 4.738, 0.096], [-2.597, 3.696, -1.195], [-0.944, 4.363, -1.272], [-0.343, 2.398, -2.402], [-1.975, 1.757, -2.300], [-0.588, 0.648, -2.295], [-0.255, -3.268, 0.642], [0.432, -3.938, 0.525], [-1.110, -3.714, 0.740], [-0.134, -2.654, -3.897], [0.439, -2.013, -2.450], [-0.502, -1.668, -1.595], [-1.794, -1.935, -2.054], [-3.000, -1.701, -1.395], [-4.164, -2.050, -2.050], [-4.138, -2.608, -3.336], [-2.948, -2.830, -3.998], [-1.768, -2.491, -3.337], [1.494, -1.880, -2.256], [-3.033, -1.255, -0.407], [-5.115, -1.886, -1.562], [-5.068, -2.866, -3.824], [-2.932, -3.249, -4.995], [1.605, -2.256, 3.059], [2.130, -1.275, 1.588], [3.245, -2.073, 0.361], [2.318, 0.499, 1.847], [2.339, 0.964, 3.179], [2.683, 2.278, 3.444], [2.961, 3.144, 2.392], [2.905, 2.707, 1.066], [2.589, 1.393, 0.793], [2.559, -2.430, 3.580], [1.169, -3.234, 2.873], [0.953, -1.695, 3.728], [4.219, -1.967, 0.862], [3.324, -1.528, -0.581], [3.083, -3.132, 0.165], [2.124, 0.300, 4.006], [2.734, 2.626, 4.467], [3.238, 4.170, 2.602], [3.141, 3.392, 0.263], [2.596, 1.050, -0.236]],
  "charge": 3,
  "lumo_ev": -12.281,
  "e_tot_ev": -49381.73584,
  "e_above_lowest_kj_mol": 287.1,
  "orbital_gap_ev": 5.57
}

5.
{
  "formula": "C19H27N2O3P",
  "method": "ωB97M-V/def2-TZVPD",
  "symbols": ["C", "C", "C", "C", "C", "O", "P", "O", "C", "C", "C", "C", "N", "C", "C", "C", "C", "C", "O", "C", "C", "C", "C", "C", "N", "H", "H", "H", "H", "H", "H", "H", "H", "H", "H", "H", "H", "H", "H", "H", "H", "H", "H", "H", "H", "H", "H", "H", "H", "H", "H", "H"],
  "positions_angstrom": [[-5.436, -1.285, -1.838], [-4.744, -1.951, -0.651], [-5.125, -3.429, -0.585], [-3.221, -1.817, -0.732], [-2.733, -0.381, -0.580], [-1.308, -0.330, -0.536], [-0.554, -0.479, 0.883], [-1.123, -1.506, 1.773], [1.153, -0.668, 0.368], [2.029, -1.268, 1.262], [3.363, -1.411, 0.955], [3.874, -0.945, -0.269], [5.198, -1.077, -0.579], [6.135, -1.571, 0.398], [5.689, -0.702, -1.882], [2.970, -0.343, -1.163], [1.638, -0.205, -0.847], [-0.764, 1.183, 1.746], [-2.005, 1.160, 2.391], [-0.651, 2.253, 0.719], [-1.764, 2.917, 0.214], [-1.575, 3.844, -0.794], [-0.290, 4.073, -1.263], [0.750, 3.362, -0.686], [0.582, 2.477, 0.280], [-5.253, -0.214, -1.850], [-5.075, -1.709, -2.773], [-6.511, -1.443, -1.784], [-5.084, -1.464, 0.270], [-4.658, -3.906, 0.272], [-6.204, -3.542, -0.497], [-4.799, -3.944, -1.486], [-2.860, -2.217, -1.683], [-2.763, -2.398, 0.070], [-3.016, 0.234, -1.440], [-3.159, 0.060, 0.326], [1.642, -1.638, 2.201], [4.009, -1.896, 1.668], [5.975, -2.634, 0.608], [7.149, -1.447, 0.025], [6.051, -1.014, 1.335], [5.649, 0.383, -2.032], [5.106, -1.185, -2.670], [6.723, -1.022, -1.986], [3.314, 0.032, -2.112], [0.959, 0.259, -1.545], [0.065, 1.278, 2.465], [-2.102, 0.273, 2.772], [-2.741, 2.705, 0.619], [-2.417, 4.380, -1.210], [-0.102, 4.785, -2.051], [1.774, 3.502, -1.009]],
  "charge": 0,
  "lumo_ev": 0.710,
  "e_tot_ev": -38554.41896,
  "e_above_lowest_kj_mol": 0.0,
  "orbital_gap_ev": 8.49
}

6.
{
  "formula": "C19H27N2O3S",
  "method": "ωB97M-V/def2-TZVPD",
  "symbols": ["C", "O", "C", "C", "C", "C", "N", "C", "C", "C", "C", "C", "S", "C", "C", "C", "O", "C", "C", "O", "N", "C", "C", "C", "C", "H", "H", "H", "H", "H", "H", "H", "H", "H", "H", "H", "H", "H", "H", "H", "H", "H", "H", "H", "H", "H", "H", "H", "H", "H", "H", "H"],
  "positions_angstrom": [[-2.734, -2.216, 1.961], [-1.877, -1.362, 1.220], [-0.996, -2.037, 0.397], [0.220, -2.443, 0.917], [1.160, -3.104, 0.134], [2.553, -3.272, 0.666], [3.164, -1.901, 0.713], [3.363, -1.276, -0.642], [3.444, 0.200, -0.519], [2.430, 1.097, -0.691], [2.844, 2.425, -0.453], [4.151, 2.515, -0.096], [4.924, 0.988, -0.044], [0.832, -3.432, -1.176], [-0.367, -3.020, -1.711], [-1.269, -2.253, -0.968], [-2.347, -1.802, -1.637], [-2.973, -0.610, -1.218], [-1.950, 0.487, -0.869], [-0.759, 0.336, -1.073], [-2.518, 1.576, -0.343], [-1.810, 2.778, 0.118], [-2.863, 3.737, 0.667], [-0.826, 2.384, 1.221], [-1.076, 3.417, -1.063], [-2.161, -2.894, 2.600], [-3.347, -1.564, 2.579], [-3.374, -2.809, 1.300], [0.419, -2.223, 1.958], [3.159, -3.905, 0.018], [2.556, -3.681, 1.678], [4.056, -1.898, 1.219], [2.502, -1.297, 1.221], [4.265, -1.702, -1.083], [2.493, -1.539, -1.249], [1.433, 0.817, -0.984], [2.196, 3.277, -0.548], [4.719, 3.393, 0.139], [1.527, -3.989, -1.787], [-0.619, -3.231, -2.737], [-3.568, -0.291, -2.079], [-3.641, -0.778, -0.366], [-3.518, 1.581, -0.220], [-2.387, 4.647, 1.020], [-3.397, 3.287, 1.501], [-3.579, 4.007, -0.106], [-0.091, 1.686, 0.831], [-0.314, 3.264, 1.598], [-1.355, 1.906, 2.042], [-0.538, 4.300, -0.732], [-0.372, 2.711, -1.494], [-1.785, 3.712, -1.833]],
  "charge": 1,
  "lumo_ev": -2.644,
  "e_tot_ev": -40092.99399,
  "e_above_lowest_kj_mol": 0.0,
  "orbital_gap_ev": 8.64
}

7.
{
  "formula": "C19H27N2Ru",
  "method": "ωB97M-V/def2-TZVPD",
  "symbols": ["C", "C", "C", "C", "H", "H", "H", "H", "H", "H", "H", "H", "H", "C", "C", "C", "H", "C", "C", "H", "H", "H", "H", "C", "C", "C", "H", "C", "C", "H", "H", "H", "H", "Ru", "C", "C", "C", "C", "N", "N", "C", "H", "H", "H", "H", "H", "H", "H", "H"],
  "positions_angstrom": [[0.853, 1.900, -1.647], [0.666, 0.966, -2.818], [0.300, 3.306, -1.786], [2.235, 1.781, -1.057], [1.096, 4.018, -2.086], [-0.135, 3.640, -0.828], [-0.511, 3.313, -2.538], [1.302, 1.303, -3.679], [-0.395, 0.940, -3.143], [0.955, -0.067, -2.515], [3.013, 1.973, -1.839], [2.372, 0.749, -0.663], [2.371, 2.496, -0.221], [-3.042, 0.331, 0.545], [-2.729, 1.581, -0.124], [-2.182, 1.216, -1.429], [-3.046, 2.577, 0.145], [-2.203, -0.212, -1.529], [-2.761, -0.742, -0.346], [-2.978, -1.790, -0.150], [-3.499, 0.250, 1.530], [-2.001, 1.932, -2.224], [-1.874, -0.775, -2.397], [0.196, 0.413, 2.646], [-1.093, 1.004, 2.701], [-1.055, 2.249, 1.963], [-1.965, 0.600, 3.205], [0.319, 2.439, 1.499], [1.050, 1.258, 1.883], [2.095, 1.089, 1.670], [0.482, -0.533, 3.094], [-1.800, 3.042, 1.965], [0.716, 3.347, 1.074], [-0.981, 1.115, 0.442], [-0.557, -4.973, -0.017], [0.201, -3.761, 0.229], [1.356, -3.547, 0.971], [1.651, -2.190, 0.872], [0.708, -1.578, 0.120], [-0.117, -2.559, -0.269], [2.822, -1.497, 1.471], [0.059, -5.737, -0.491], [-0.920, -5.410, 0.911], [-1.413, -4.812, -0.654], [1.928, -4.261, 1.512], [-0.883, -2.376, -0.896], [2.558, -1.021, 2.433], [3.594, -2.254, 1.672], [3.242, -0.730, 0.792]],
  "charge": 1,
  "lumo_ev": [-4.020, -5.077],
  "e_tot_ev": -25690.76839,
  "multiplicity": 5,
  "s_squared": 6.023,
  "orbital_gap_ev": [6.28, 6.52]
}

8.
{
  "formula": "C19H27N3O2",
  "method": "ωB97M-V/def2-TZVPD",
  "symbols": ["C", "C", "C", "C", "N", "C", "C", "C", "C", "C", "C", "C", "C", "N", "C", "O", "N", "C", "C", "C", "C", "C", "C", "O", "H", "H", "H", "H", "H", "H", "H", "H", "H", "H", "H", "H", "H", "H", "H", "H", "H", "H", "H", "H", "H", "H", "H", "H", "H", "H", "H"],
  "positions_angstrom": [[-6.423, -1.095, 2.076], [-5.115, -1.690, 2.581], [-4.208, -0.626, 3.194], [-2.881, -1.227, 3.658], [-2.130, -0.316, 4.505], [-1.143, -0.971, 5.340], [-0.075, -1.814, 4.634], [-1.693, 0.909, 3.859], [-0.804, 0.760, 2.660], [0.538, 0.948, 2.496], [0.826, 0.634, 1.145], [-0.361, 0.277, 0.577], [-0.709, -0.149, -0.813], [-0.007, 0.625, -1.813], [1.075, 0.084, -2.465], [1.347, -1.093, -2.398], [1.755, 1.014, -3.215], [2.846, 0.815, -4.065], [3.473, -0.418, -4.219], [4.553, -0.538, -5.073], [5.024, 0.556, -5.780], [4.403, 1.784, -5.627], [3.322, 1.915, -4.777], [-1.354, 0.363, 1.489], [-6.965, -0.621, 2.892], [-7.056, -1.868, 1.647], [-6.232, -0.345, 1.312], [-4.592, -2.173, 1.753], [-5.331, -2.457, 3.328], [-4.023, 0.148, 2.447], [-4.704, -0.165, 4.050], [-2.311, -1.554, 2.774], [-3.095, -2.112, 4.263], [-0.653, -0.194, 5.932], [-1.695, -1.616, 6.033], [0.606, -2.226, 5.374], [0.495, -1.213, 3.933], [-0.531, -2.640, 4.093], [-2.593, 1.456, 3.559], [-1.164, 1.507, 4.604], [1.236, 1.271, 3.241], [1.783, 0.658, 0.665], [-1.790, -0.054, -0.956], [-0.417, -1.192, -0.984], [-0.088, 1.627, -1.736], [1.399, 1.959, -3.211], [3.107, -1.270, -3.671], [5.031, -1.499, -5.186], [5.868, 0.453, -6.445], [4.760, 2.645, -6.173], [2.840, 2.876, -4.662]],
  "charge": 0,
  "lumo_ev": 0.610,
  "e_tot_ev": -28706.71790,
  "e_above_lowest_kj_mol": 191.9,
  "orbital_gap_ev": 8.73
}